Record 1
{
  "formula": "C44H50BF10N9S3Sc",
  "method": "ωB97M-V with the def2-TZVPD basis set",
  "e_lumo_ev": -3.452,
  "total_charge": 1,
  "symbols": ["Sc", "C", "C", "C", "C", "N", "N", "B", "N", "N", "C", "C", "C", "C", "C", "S", "C", "C", "C", "C", "N", "N", "C", "C", "C", "C", "C", "S", "C", "C", "C", "C", "C", "S", "C", "C", "C", "C", "H", "H", "H", "H", "H", "H", "H", "H", "H", "H", "H", "H", "H", "H", "H", "H", "H", "H", "H", "H", "H", "H", "H", "H", "H", "H", "H", "H", "H", "H", "H", "H", "H", "H", "H", "H", "H", "H", "H", "C", "N", "C", "C", "N", "C", "C", "F", "C", "F", "C", "F", "C", "F", "C", "F", "C", "C", "N", "C", "C", "F", "C", "F", "C", "F", "C", "F", "C", "F", "H", "H", "H", "H", "H", "H", "H", "H", "H", "H", "H"],
  "coordinates": [[-2.185096, 1.085720, -1.951411], [3.008993, 0.252300, -4.193723], [2.674842, -0.485401, -2.934596], [3.506113, -1.393378, -2.383363], [3.127338, -2.078003, -1.186509], [2.127877, -1.649099, -0.489983], [1.333419, -0.647715, -0.985071], [0.516497, -0.207322, 0.212221], [-0.135138, -1.349387, 0.966821], [0.280457, -1.504221, 2.239916], [-0.170948, -2.522202, 2.911365], [-1.073932, -3.447179, 2.313858], [-1.501342, -3.285107, 1.037774], [-2.486526, -4.203131, 0.394655], [-0.993008, -2.157413, 0.307857], [-1.445114, -1.810754, -1.278010], [0.343582, -2.686084, 4.337817], [0.398284, -1.321789, 5.027744], [1.754554, -3.286851, 4.261283], [-0.558563, -3.615674, 5.152420], [-0.057969, 1.216728, 0.555309], [1.132479, 0.907147, 1.112146], [1.787468, 1.681097, 1.928155], [1.104540, 2.866850, 2.312689], [-0.121590, 3.186510, 1.830402], [-0.835220, 4.422327, 2.265025], [-0.734814, 2.339362, 0.823747], [-2.153010, 2.826735, 0.058229], [3.199739, 1.384231, 2.367376], [4.083240, 2.452206, 1.695814], [3.311583, 1.506614, 3.892180], [3.640976, 0.000873, 1.914924], [1.394241, -0.255560, -2.285924], [0.128584, 0.332887, -3.202494], [3.896025, -3.284229, -0.669448], [5.189228, -2.800863, -0.001646], [4.238191, -4.199616, -1.852559], [3.053477, -4.061736, 0.341803], [3.993682, -0.038975, -4.553450], [2.995278, 1.328815, -4.014878], [2.272863, 0.051593, -4.970818], [4.466700, -1.596563, -2.838289], [-1.457593, -4.269809, 2.900068], [-2.854340, -4.934778, 1.110793], [-2.029519, -4.723286, -0.449078], [-3.323537, -3.632543, -0.010714], [0.963270, -0.609692, 4.431228], [0.878049, -1.421938, 6.002305], [-0.605323, -0.919634, 5.178876], [2.426124, -2.631104, 3.704238], [1.743537, -4.262319, 3.770183], [2.157373, -3.419142, 5.266559], [-1.597204, -3.279338, 5.144304], [-0.219970, -3.621398, 6.188787], [-0.520428, -4.646260, 4.796784], [1.580393, 3.526099, 3.025063], [-0.326523, 4.886686, 3.106260], [-1.865102, 4.192945, 2.539474], [-0.883852, 5.133183, 1.437558], [3.820819, 3.460300, 2.019165], [3.998257, 2.409010, 0.608811], [5.123817, 2.271871, 1.967659], [3.080400, 2.512238, 4.243805], [4.337959, 1.287617, 4.186513], [2.655748, 0.803717, 4.403362], [3.718666, -0.049023, 0.828984], [2.948127, -0.775666, 2.243415], [4.626999, -0.208010, 2.330507], [5.795769, -2.200905, -0.683901], [5.787913, -3.658482, 0.308835], [4.969584, -2.202164, 0.880730], [4.982150, -3.756049, -2.515186], [3.350634, -4.436390, -2.442020], [4.652601, -5.135717, -1.477427], [2.792602, -3.445234, 1.202216], [3.620478, -4.925167, 0.691577], [2.125910, -4.417256, -0.110995], [-4.689392, 2.314055, -3.686272], [-3.676750, 1.250117, -3.740002], [-4.294238, -0.081457, -3.769630], [-4.993221, -0.314928, -2.458998], [-4.078867, 0.057937, -1.381605], [-4.558989, -0.227079, -0.116908], [-3.685329, -0.214895, 0.975656], [-2.389992, 0.081243, 0.729165], [-4.011758, -0.496772, 2.282085], [-3.059120, -0.453806, 3.224346], [-5.309897, -0.841394, 2.601775], [-5.662549, -1.121593, 3.856783], [-6.227900, -0.878079, 1.570771], [-7.493685, -1.194414, 1.836753], [-5.870459, -0.580738, 0.263274], [-6.881290, -0.629454, -0.623314], [-2.778640, 1.440287, -4.883996], [-2.044428, 2.742053, -4.697508], [-1.527719, 2.792149, -3.326364], [-0.624410, 3.816099, -3.107022], [0.404886, 3.690850, -2.165485], [0.562588, 2.510025, -1.508211], [1.347661, 4.652815, -1.868137], [2.280139, 4.388802, -0.939070], [1.350265, 5.857379, -2.538634], [2.250633, 6.802555, -2.269188], [0.373159, 6.044015, -3.496530], [0.314412, 7.201096, -4.152978], [-0.574049, 5.068675, -3.763746], [-1.508611, 5.437352, -4.659180], [-5.263653, 2.332163, -4.618494], [-4.209187, 3.277145, -3.538231], [-5.364277, 2.143425, -2.852678], [-3.494400, -0.813722, -3.925251], [-5.001454, -0.173118, -4.603607], [-5.276689, -1.371569, -2.403728], [-5.924740, 0.252194, -2.435540], [-3.340495, 1.443501, -5.826565], [-2.085657, 0.593535, -4.912276], [-2.713143, 3.566042, -4.937775], [-1.230530, 2.781407, -5.431777]],
  "forces_ev_per_angstrom": [[-0.4, 0.3, -0.5], [0.0, -0.1, 0.0], [-0.1, 0.0, 0.0], [0.1, 0.0, 0.1], [-0.1, 0.0, 0.0], [0.1, 0.1, 0.0], [0.1, 0.1, 0.0], [-0.3, -0.3, 0.0], [0.2, 0.0, -0.1], [-0.1, 0.0, 0.0], [0.0, 0.0, 0.0], [0.0, 0.1, 0.1], [0.0, 0.0, 0.0], [0.0, 0.0, 0.0], [0.0, 0.0, 0.0], [-0.1, -0.1, 0.0], [0.0, 0.0, 0.0], [0.0, 0.0, 0.0], [0.0, 0.0, 0.0], [0.0, 0.0, 0.0], [0.2, 0.0, 0.1], [0.0, 0.0, -0.1], [0.0, 0.0, -0.1], [0.1, 0.0, 0.1], [-0.1, 0.1, 0.0], [0.0, 0.0, 0.0], [0.1, -0.1, 0.0], [0.0, -0.2, -0.4], [0.0, 0.1, 0.0], [0.0, 0.0, 0.0], [0.0, 0.0, 0.0], [0.0, 0.0, 0.0], [0.0, -0.4, -0.1], [-0.1, 0.3, 0.1], [0.0, 0.1, 0.0], [0.0, 0.0, -0.1], [0.0, 0.0, 0.0], [0.0, 0.1, 0.0], [0.0, 0.0, 0.0], [0.0, 0.0, 0.0], [0.0, 0.0, 0.0], [0.0, -0.1, 0.0], [0.0, 0.0, 0.0], [0.0, 0.0, 0.0], [0.0, 0.0, 0.0], [0.0, 0.0, 0.0], [0.0, 0.0, 0.0], [0.0, 0.0, 0.0], [0.0, 0.0, 0.0], [0.0, 0.0, 0.0], [0.0, 0.0, 0.0], [0.0, 0.0, 0.0], [0.0, 0.0, 0.0], [0.0, 0.0, 0.0], [0.0, 0.0, 0.0], [0.0, 0.0, 0.0], [0.0, 0.0, 0.0], [0.0, 0.0, 0.0], [0.0, 0.0, 0.0], [0.0, 0.0, 0.0], [0.0, 0.0, 0.0], [0.0, 0.0, 0.0], [0.0, 0.0, 0.0], [0.0, 0.0, 0.0], [0.0, -0.1, 0.0], [0.0, 0.0, 0.0], [0.0, 0.0, 0.0], [0.0, 0.0, 0.0], [0.0, 0.0, 0.0], [0.0, 0.0, 0.0], [0.0, 0.0, 0.0], [0.0, 0.0, 0.0], [0.0, 0.0, 0.0], [0.0, 0.0, 0.0], [0.0, 0.0, 0.0], [0.0, 0.0, 0.0], [0.0, 0.0, 0.0], [0.0, 0.0, 0.2], [0.4, -0.3, 0.2], [-0.1, 0.0, -0.1], [0.1, -0.2, 0.0], [0.1, 0.5, 0.2], [0.1, -0.1, -0.1], [0.1, 0.0, -0.1], [0.0, 0.2, 0.1], [0.0, 0.0, 0.0], [0.0, 0.0, 0.0], [0.0, 0.0, 0.0], [0.0, 0.0, 0.0], [0.0, 0.0, 0.0], [0.0, 0.0, 0.0], [0.0, 0.0, 0.0], [0.0, 0.0, 0.0], [-0.1, 0.1, -0.1], [0.3, 0.0, 0.0], [-0.3, -0.1, 0.4], [0.0, 0.0, -0.1], [0.2, -0.2, 0.1], [0.0, 0.4, 0.0], [0.0, 0.0, 0.0], [0.0, 0.0, 0.0], [0.0, 0.0, 0.0], [0.0, 0.0, 0.0], [0.0, 0.0, 0.0], [0.0, 0.0, 0.0], [-0.1, 0.0, 0.1], [-0.1, -0.2, 0.0], [0.0, 0.0, 0.0], [0.0, 0.0, 0.0], [0.0, 0.0, 0.0], [0.0, 0.0, 0.1], [0.1, 0.0, 0.0], [0.0, 0.0, 0.0], [0.0, 0.0, 0.0], [0.0, 0.0, 0.0], [0.0, 0.0, 0.0], [0.0, 0.1, 0.0], [0.0, 0.0, 0.0]],
  "mulliken_charge": [-0.1511, -1.6967, -0.0121, -0.9877, -0.2239, -0.2350, 0.8933, -1.2073, 0.9647, -0.5121, -0.0458, -0.5162, -0.1888, -1.9822, 1.7350, -0.3835, 2.0239, -1.1552, -1.4609, -2.1676, -0.4153, 0.1150, 0.8261, -1.0242, -0.5067, -2.0835, 1.8268, -0.3684, 2.6535, -2.0658, -1.5778, -2.5701, 1.6310, -0.4299, 2.5962, -1.5984, -1.8917, -1.8568, 0.4480, 0.2645, 0.3579, 0.4431, 0.4604, 0.4670, 0.3284, 0.3156, -0.2647, 0.5189, 0.3227, 0.1163, 0.3350, 0.4986, 0.4310, 0.4406, 0.3885, 0.4171, 0.4728, 0.4221, 0.3908, 0.4240, 0.3452, 0.5018, 0.4351, 0.4912, 0.1470, 0.2768, 0.4670, 0.8092, 0.3413, 0.4997, 0.1891, 0.3526, 0.3876, 0.4743, 0.1836, 0.5455, 0.3499, -1.1324, 0.8326, -0.9888, -1.2753, 0.7965, -0.6207, -0.1822, 0.7045, -0.6432, -0.2512, 0.5036, -0.3293, -0.0566, -0.2943, 0.8344, -0.3432, -0.9057, -1.2438, 0.9482, -0.9159, 0.0856, 0.8873, -0.4545, -0.1810, 0.3308, -0.3245, -0.0323, -0.2966, 0.5705, -0.3363, 0.3048, 0.2831, 0.2865, 0.3041, 0.3627, 0.6320, 0.6039, 0.3846, 0.3427, 0.5253, 0.5374]
}



Record 2
{
  "formula": "C29H33AsBrMnN5O8S",
  "method": "ωB97M-V with the def2-TZVPD basis set",
  "multiplicity": 2,
  "s2": 1.227,
  "e_lumo_ev": [-1.109, -1.066],
  "symbols": ["Mn", "O", "As", "O", "O", "C", "C", "C", "C", "C", "C", "S", "O", "O", "O", "H", "H", "H", "H", "H", "C", "C", "C", "C", "C", "Br", "N", "C", "H", "H", "H", "H", "H", "H", "O", "C", "O", "C", "C", "C", "C", "C", "C", "N", "C", "C", "C", "C", "C", "C", "N", "H", "H", "H", "H", "H", "H", "H", "H", "H", "H", "C", "C", "C", "C", "N", "N", "H", "H", "H", "H", "H", "H", "H", "H", "H", "H", "H", "H"],
  "coordinates": [[-0.406729, 0.260548, -0.674890], [3.612446, -2.023508, -0.444907], [1.874782, -2.036487, -0.809078], [1.143467, -3.161342, 0.127010], [1.409612, -0.460127, -0.445482], [2.107072, -2.239999, -2.733285], [3.304093, -2.795365, -3.167172], [3.584473, -2.908106, -4.524470], [2.675214, -2.453553, -5.462358], [1.472938, -1.899463, -5.042880], [1.194653, -1.801205, -3.692403], [-0.382840, -1.159347, -3.190850], [-0.636769, -1.907115, -1.958098], [-1.316906, -1.362253, -4.259768], [-0.175197, 0.263825, -2.812273], [3.709250, -2.161133, 0.504990], [4.028378, -3.133560, -2.440367], [4.518083, -3.352979, -4.842291], [2.891795, -2.540223, -6.518900], [0.732798, -1.567093, -5.757677], [1.821717, -1.282294, 4.297655], [0.911395, -0.216733, 3.765695], [0.276330, 0.700579, 4.597271], [-0.586317, 1.630390, 4.054119], [-0.772150, 1.595535, 2.681308], [-2.062100, 2.812154, 1.959640], [-0.177267, 0.767746, 1.855318], [0.656640, -0.125920, 2.407926], [2.589550, -0.860867, 4.947284], [2.311311, -1.813862, 3.483278], [1.262613, -2.017396, 4.879128], [0.447701, 0.683881, 5.666763], [-1.108644, 2.351025, 4.664228], [1.133403, -0.798420, 1.708445], [6.231461, 4.097211, -0.139502], [5.103717, 4.835543, -0.059253], [5.168476, 6.000542, 0.213090], [3.802901, 4.121524, -0.277375], [3.703639, 2.859914, -0.858178], [2.473101, 2.247246, -1.023311], [1.330589, 2.922576, -0.617600], [1.412234, 4.180297, -0.021978], [2.647981, 4.779708, 0.138620], [0.064559, 2.291003, -0.799548], [-0.913416, 3.026105, -1.176318], [-2.222465, 2.395418, -1.367414], [-3.332180, 3.092710, -1.819776], [-4.511268, 2.387003, -2.013831], [-4.525357, 1.025097, -1.765965], [-3.370097, 0.403241, -1.315506], [-2.242180, 1.073213, -1.097295], [6.017209, 3.166823, -0.268703], [4.575595, 2.324901, -1.217497], [2.383254, 1.257827, -1.445216], [0.524906, 4.672072, 0.353353], [2.740758, 5.753747, 0.597944], [-0.815188, 4.084613, -1.400018], [-3.264044, 4.152003, -2.021572], [-5.398756, 2.893860, -2.366742], [-5.414640, 0.432807, -1.926642], [-3.339066, -0.662485, -1.134639], [-3.958972, -2.901143, 0.910486], [-2.956615, -2.465663, 1.985637], [-1.973622, -3.593782, 2.286617], [-3.706354, -2.066620, 3.251757], [-2.184522, -1.273892, 1.595761], [-1.372094, -1.437080, 0.438869], [-4.481388, -3.810059, 1.212802], [-3.474701, -3.127004, -0.042544], [-4.711169, -2.124144, 0.747608], [-2.495826, -4.429098, 2.755160], [-1.199490, -3.240692, 2.969907], [-1.481573, -3.965785, 1.386951], [-4.305088, -2.899980, 3.620470], [-4.382779, -1.230113, 3.058696], [-3.004519, -1.765438, 4.029669], [-2.813134, -0.497131, 1.413478], [-1.831335, -1.980762, -0.287473], [-0.543335, -1.993464, 0.674108]],
  "forces_ev_per_angstrom": [[-0.2, 0.3, 0.5], [0.0, 0.0, 0.1], [-0.1, 0.1, -0.2], [0.0, 0.0, 0.1], [0.1, 0.1, -0.1], [0.1, 0.0, 0.1], [0.1, 0.0, 0.0], [0.0, 0.0, 0.1], [0.0, 0.0, 0.0], [0.0, -0.1, -0.1], [-0.1, 0.1, 0.0], [0.2, -0.1, 0.1], [-0.2, -0.3, -0.2], [0.0, 0.1, -0.1], [-0.1, -0.1, 0.1], [0.0, -0.1, 0.0], [0.0, 0.0, 0.0], [0.0, 0.0, 0.0], [0.0, 0.0, 0.0], [0.0, 0.0, 0.0], [0.1, -0.1, 0.0], [0.0, 0.0, 0.0], [0.0, 0.0, 0.0], [0.0, 0.0, 0.0], [-0.2, 0.1, -0.1], [0.1, 0.0, 0.1], [0.2, 0.0, 0.0], [0.0, 0.1, 0.0], [0.0, 0.0, 0.0], [0.0, 0.0, 0.0], [0.0, 0.0, 0.0], [0.0, 0.0, 0.0], [0.0, 0.0, 0.0], [0.0, 0.0, 0.0], [0.0, 0.0, 0.0], [0.0, -0.1, 0.2], [0.0, 0.0, -0.1], [0.0, 0.1, 0.0], [0.0, 0.0, 0.0], [0.0, 0.1, 0.0], [-0.2, -0.1, 0.1], [0.2, 0.0, 0.0], [0.0, -0.1, 0.0], [-0.2, 0.4, -0.4], [-0.1, -0.5, -0.1], [0.2, -0.1, 0.0], [0.0, -0.3, 0.1], [0.1, 0.1, 0.0], [0.0, -0.1, 0.0], [0.0, 0.1, 0.0], [0.1, 0.2, -0.1], [0.0, 0.0, 0.0], [0.0, 0.0, 0.0], [0.0, 0.0, 0.0], [-0.1, 0.0, 0.0], [0.0, 0.0, 0.0], [0.1, 0.1, 0.0], [0.0, 0.0, 0.0], [0.0, 0.0, 0.0], [0.0, 0.0, 0.0], [0.0, 0.0, 0.0], [0.0, 0.0, 0.0], [0.0, 0.0, 0.0], [0.0, 0.0, 0.0], [0.0, 0.0, 0.0], [0.0, 0.1, 0.0], [0.1, 0.0, -0.1], [0.0, 0.0, 0.0], [0.0, 0.0, 0.0], [0.0, 0.0, 0.0], [0.0, 0.0, 0.0], [0.0, 0.0, 0.0], [0.0, 0.0, 0.0], [0.0, 0.0, 0.0], [0.0, 0.0, 0.0], [0.0, 0.0, 0.0], [0.0, 0.0, 0.0], [0.0, 0.0, 0.0], [0.0, 0.0, 0.0]],
  "mulliken_spin": [1.0253, -0.0005, 0.0036, 0.0005, -0.0047, 0.0013, -0.0001, -0.0005, 0.0001, -0.0009, 0.0023, -0.0110, 0.0122, 0.0036, -0.0045, 0.0002, -0.0001, -0.0001, 0.0001, 0.0004, -0.0024, 0.0035, 0.0019, 0.0028, 0.0003, -0.0018, -0.0044, -0.0040, 0.0002, -0.0006, 0.0003, -0.0002, -0.0005, -0.0036, 0.0000, -0.0008, -0.0002, 0.0004, -0.0018, 0.0018, 0.0014, -0.0004, 0.0029, 0.0045, -0.0252, 0.0215, -0.0002, -0.0053, 0.0012, 0.0018, -0.0243, 0.0000, 0.0001, 0.0046, -0.0016, 0.0002, -0.0027, 0.0003, -0.0008, 0.0004, -0.0043, -0.0011, -0.0002, 0.0007, 0.0000, -0.0046, 0.0019, 0.0000, 0.0000, -0.0002, -0.0002, -0.0001, 0.0004, 0.0001, 0.0000, 0.0001, 0.0022, 0.0133, -0.0043]
}



Sequential energy output: -140904.633; -227477.227 eV
Sequential energy above the lowest of the compared OMol25 structures with the same formula, charge and spin output: 2.0288; 0.6780 eV
Sequential largest force on an atom output: 0.69; 0.65 eV/A